96
Properties=species:S:1:pos:R:3:forces:R:3:lowdin_charge:R:1 method="wB97M-V/def2-TZVPD" total_charge=+1 max_force_ev_per_a=2.1 orbital_gap_ev=3.906 molar_mass_g_mol=651.9 spin_multiplicity=1 de_lowest_kcal_mol=0.0 lumo_ev=-4.286 homo_energy_ha=-0.3011
C 6.71121 0.67633 0.73263 0.2696 -0.1281 -0.0558 -0.06
C 5.44428 1.43095 1.00549 -0.2230 0.2781 0.0268 -0.27
C 5.45807 2.82158 1.14245 -0.2154 -0.3060 0.1193 -0.01
C 4.28683 3.54612 1.37630 -0.1155 -0.5277 -0.3658 -0.19
C 4.38410 5.03295 1.52030 0.1463 0.4474 -0.0006 -0.04
C 3.06297 2.85266 1.43430 0.4414 0.0585 0.3848 -0.13
N 1.85750 3.58793 1.65867 0.1219 -0.1556 -0.1423 0.00
C 0.70780 3.40116 0.90720 0.1168 -1.1363 -1.4816 -0.30
C 0.67933 2.84129 -0.34411 -0.0379 0.8654 1.0729 0.02
N -0.35869 3.77439 1.71596 -0.2923 0.0875 -0.2743 0.03
C -1.65292 3.18884 1.55803 -0.2607 -0.3580 0.0036 -0.12
C -2.06856 2.18073 2.45552 -0.2268 0.0644 -0.6338 -0.17
C -1.31540 1.81593 3.69680 0.1663 -0.4155 0.4668 -0.04
C -3.24069 1.47776 2.16549 0.1733 0.3866 0.0623 -0.02
C -4.03025 1.79432 1.06241 0.3300 0.2183 -0.1093 -0.27
C -5.28982 1.01884 0.82350 -0.3046 -0.1286 -0.1151 -0.05
C -3.62571 2.83748 0.22315 -0.0022 -0.2146 0.2764 0.00
C -2.44562 3.54988 0.45730 0.0273 -0.2332 0.5031 -0.21
C -2.08858 4.71800 -0.40892 -0.2645 0.3221 -0.3674 -0.04
C 0.15434 4.24556 2.91825 0.6731 0.2043 0.5848 -0.06
C 1.49789 4.15004 2.87932 -0.5873 -0.0005 0.7675 -0.04
C 3.03510 1.44512 1.39062 0.2710 0.0780 -0.0921 -0.19
C 1.78791 0.64248 1.62352 -0.1504 -0.5575 -0.0696 -0.04
C 4.22938 0.75967 1.14198 -0.1044 0.4265 -0.0316 -0.01
H 6.50994 -0.39373 0.63370 0.0683 0.1014 0.0198 0.07
H 7.18641 1.01788 -0.19459 -0.0750 -0.0401 0.1458 0.08
H 7.44203 0.80999 1.53963 -0.1408 -0.0177 -0.1330 0.09
H 6.40549 3.35926 1.06989 -0.2112 -0.1149 0.0166 0.13
H 3.41506 5.51121 1.67757 0.1753 -0.0746 -0.0825 0.07
H 5.03671 5.28388 2.36987 -0.1999 -0.0257 -0.2012 0.09
H 4.84711 5.46957 0.62301 -0.1588 -0.0779 0.2452 0.09
H -0.27420 2.75732 -0.84246 0.3058 -0.2411 -0.2078 0.03
H 1.64577 2.62897 -0.79080 -0.4046 -0.0892 -0.2096 0.06
H -1.76281 0.90380 4.11778 0.1516 0.2443 -0.0545 0.08
H -0.25142 1.60633 3.52181 -0.3336 0.2426 0.0241 0.06
H -1.38969 2.59753 4.46761 0.0862 -0.2449 -0.2438 0.09
H -3.54182 0.66385 2.82806 0.0293 0.2087 -0.1500 0.11
H -5.76209 1.31511 -0.11703 0.0103 -0.0736 0.1181 0.08
H -5.08504 -0.05920 0.78799 -0.0669 0.1772 0.0009 0.07
H -6.01401 1.18060 1.63368 0.1506 -0.0175 -0.1887 0.09
H -4.24409 3.11677 -0.63105 0.0976 -0.0685 0.1965 0.12
H -2.91052 4.88059 -1.11792 0.2437 0.0807 0.1050 0.08
H -1.97459 5.63516 0.18565 0.0518 -0.2639 -0.1076 0.10
H -1.16996 4.57068 -0.98598 -0.1023 0.0582 0.1963 0.06
H -0.50038 4.59639 3.70019 0.1557 0.1030 -0.1222 0.12
H 2.23826 4.38189 3.63106 -0.1447 0.0609 -0.1370 0.13
H 2.03958 -0.42635 1.55026 -0.0586 0.2330 0.1388 0.07
H 1.35233 0.80549 2.62026 0.1935 0.0932 -0.3022 0.07
H 1.01708 0.84725 0.86881 0.1381 0.0749 0.2475 0.06
H 4.19588 -0.32800 1.06067 0.0701 0.2154 0.0844 0.11
C -4.65933 -2.34477 4.17114 0.3055 0.1452 -0.4127 -0.05
O -3.93415 -1.91011 2.99361 0.0192 -0.5886 0.2064 -0.11
C -2.99850 -2.74877 2.46669 0.2705 -0.0651 -0.1729 -0.24
C -2.34762 -2.30309 1.28520 -0.5414 -0.0048 0.7685 0.08
C -1.36432 -3.09887 0.73746 0.1754 -0.7686 0.2105 -0.11
C -1.02648 -4.32514 1.35712 -0.3918 0.4503 -0.0701 -0.16
C -1.66685 -4.79212 2.49611 -0.1605 0.1717 0.0214 0.01
C -2.66782 -3.99766 3.05987 0.1595 0.3856 -0.4442 0.01
N -0.02659 -4.93169 0.59531 0.7325 1.1169 -1.6213 -0.06
C 0.55878 -6.22877 0.85967 0.3118 -0.4031 -0.0989 0.01
C 0.29979 -4.14045 -0.46895 -0.6962 -0.6300 1.3464 0.07
C -0.51872 -2.98089 -0.44964 -0.1254 0.6595 0.2344 -0.12
C -0.58461 -1.96741 -1.41082 0.7924 -1.0199 0.0417 0.11
C 0.35517 -1.87576 -2.45978 0.0762 0.1233 -0.3919 -0.14
C 1.73076 -2.18361 -2.42638 -0.2655 -0.1752 -1.3329 0.03
N 2.23825 -2.10343 -3.69616 -0.3933 -0.0088 1.4636 -0.08
C 3.62541 -2.33410 -4.03979 0.4228 0.0117 0.1678 0.01
C 1.23325 -1.75473 -4.59528 -0.7461 -0.1247 0.4935 -0.16
C 0.03414 -1.59463 -3.85635 1.0281 -0.1011 -0.0043 -0.11
C -1.16783 -1.40024 -4.50925 -0.5649 0.2843 -1.2094 0.05
C -1.15228 -1.31380 -5.92770 0.1620 0.0199 1.0137 -0.25
O -2.27298 -1.08891 -6.65898 -0.1629 -0.0356 0.4902 -0.08
C -3.53059 -0.94724 -5.95361 0.5786 -0.0690 -0.3081 -0.05
C 0.06893 -1.45297 -6.65139 -0.2581 0.0360 0.5511 0.02
C 1.26706 -1.68743 -5.98645 -0.3143 0.1476 -0.0832 0.01
H -5.36872 -1.53690 4.35564 0.0929 -0.2193 0.0724 0.10
H -5.19371 -3.28967 3.99032 0.1278 0.3162 -0.0376 0.10
H -3.98207 -2.46457 5.03047 -0.1686 0.0975 -0.2630 0.10
H -2.60814 -1.34909 0.83083 -0.0923 -0.0976 0.2747 0.12
H -1.39967 -5.75244 2.92963 -0.1505 0.2194 0.0495 0.11
H -3.19032 -4.33305 3.95596 0.2476 0.0849 -0.3335 0.11
H 0.09561 -6.65278 1.75281 0.1835 0.0407 -0.2350 0.09
H 0.38828 -6.89802 0.00561 -0.0113 0.1473 0.2976 0.11
H 1.64030 -6.12680 1.01673 -0.3087 -0.0607 0.0640 0.11
H 1.05357 -4.43637 -1.19429 -0.3491 -0.0804 0.2087 0.14
H -1.43779 -1.29201 -1.39877 0.0205 -0.1240 -0.0607 0.14
H 2.34437 -2.46611 -1.57481 -0.0230 0.3147 -0.2709 0.14
H 3.74589 -2.24034 -5.12184 0.0547 -0.0584 0.3154 0.09
H 4.26444 -1.59867 -3.53256 -0.1343 -0.1638 -0.2451 0.11
H 3.92390 -3.33977 -3.71794 -0.0338 0.2276 -0.2035 0.10
H -2.09636 -1.31919 -3.93903 0.3199 -0.0169 -0.3077 0.11
H -4.25013 -0.75232 -6.74865 0.0023 -0.0283 0.2527 0.10
H -3.78982 -1.87194 -5.41575 0.0929 0.2165 -0.2121 0.10
H -3.50052 -0.10556 -5.24454 0.0393 -0.1901 -0.2749 0.10
H 0.03073 -1.37355 -7.73391 0.0151 -0.0376 0.1852 0.12
H 2.20573 -1.81648 -6.52143 -0.3228 0.0354 -0.0634 0.11

---

113
Properties=species:S:1:pos:R:3:forces:R:3:lowdin_charge:R:1 method="wB97M-V/def2-TZVPD" total_charge=+1 max_force_ev_per_a=0.5 orbital_gap_ev="5.830 / 5.979" molar_mass_g_mol=1188.6 spin_multiplicity=2 de_lowest_kcal_mol=0.0 lumo_ev="-4.274 / -4.133" homo_energy_ha="-0.3713 / -0.3716"
V 0.72881 0.88104 0.38068 -0.3131 0.0076 -0.0688 0.65
C -2.18586 -0.07942 2.63988 0.0106 -0.1489 -0.0068 -0.24
As -1.18180 1.45107 2.03031 0.1373 -0.0676 -0.0684 1.18
C -2.51536 2.40763 1.00474 0.0013 -0.0430 -0.0500 -0.25
C -1.00374 2.46078 3.69485 -0.0180 -0.0158 0.0159 -0.29
C 0.03978 3.58040 3.80536 -0.0015 -0.0337 -0.0126 -0.65
C -0.12066 4.22909 5.18697 0.0083 -0.0328 -0.0236 -0.05
C 1.45978 2.98782 3.79797 0.0045 0.0017 -0.0109 -0.31
As 2.24062 2.23815 2.16287 -0.0199 -0.0311 -0.0553 1.16
C 3.74719 1.36160 3.03034 -0.0088 -0.0159 -0.0082 -0.25
C 3.13160 3.76536 1.36080 -0.0045 -0.0096 -0.0056 -0.25
C -0.08388 4.61352 2.67909 -0.0465 -0.0174 0.0102 -0.39
As -1.62168 5.84555 2.35585 0.0554 0.0171 0.0238 1.14
C -3.21455 5.02934 3.17372 -0.0102 -0.0044 -0.0022 -0.34
C -1.27980 7.15338 3.77598 -0.0208 0.0215 0.0063 -0.34
H -3.06080 0.25499 3.19733 -0.0147 -0.0096 -0.0421 0.05
H -1.55759 -0.69354 3.28068 -0.0211 0.0345 0.0346 0.02
H -2.48796 -0.67834 1.78083 -0.0947 -0.0193 -0.0548 0.02
H -3.45646 2.42664 1.55258 0.0278 -0.0566 -0.0369 0.03
H -2.66058 1.87962 0.06399 -0.0079 -0.0243 -0.0175 0.02
H -2.18240 3.42151 0.79113 0.0113 -0.0241 -0.0158 0.00
H -0.80779 1.70423 4.45802 -0.0076 -0.0008 0.0073 0.09
H -2.00182 2.85853 3.88613 0.0214 -0.0237 -0.0173 0.07
H 0.07045 3.50184 5.97889 -0.0018 -0.0032 -0.0028 0.10
H -1.12388 4.62239 5.33032 -0.0821 0.0027 -0.0098 0.06
H 0.58623 5.05240 5.30604 -0.0113 0.0072 0.0019 0.10
H 1.52421 2.18035 4.53038 -0.0024 -0.0101 0.0210 0.08
H 2.16929 3.76065 4.10679 0.0133 -0.0045 -0.0129 0.09
H 4.32642 2.10164 3.58172 -0.0108 0.0113 -0.0028 0.05
H 4.39575 0.87258 2.30596 0.0139 0.0134 0.0173 0.02
H 3.37426 0.60987 3.72277 -0.0053 -0.0189 0.0045 0.03
H 3.61333 4.36282 2.13395 0.0022 -0.0127 0.0093 0.04
H 2.40544 4.36745 0.82115 0.0057 0.0102 0.0041 0.02
H 3.88893 3.41196 0.66111 -0.0056 0.0029 -0.0138 0.03
H 0.06152 4.10790 1.72115 -0.0114 0.0069 -0.0039 0.00
H 0.75007 5.31984 2.76750 -0.0054 0.0150 -0.0087 0.07
H -3.55898 4.17628 2.59302 0.0119 0.1100 0.0860 -0.02
H -3.99008 5.79416 3.12228 0.0093 0.0167 0.0073 0.03
H -3.09072 4.74230 4.21509 0.0359 0.0035 0.0735 0.01
H -0.30396 7.61089 3.61577 0.0012 -0.0032 0.0005 0.02
H -1.31739 6.71848 4.77296 -0.0048 0.0342 -0.0319 0.01
H -2.03440 7.93557 3.70142 0.0026 0.0048 0.0030 0.02
C 3.32348 -2.15136 -6.46678 -0.0108 0.0003 -0.0127 -0.07
O 2.56250 -3.34597 -6.44921 -0.0011 0.0020 0.0038 -0.07
C 1.24199 -3.24863 -6.17050 -0.0133 0.0095 -0.0022 -0.27
C 0.58405 -2.05265 -5.89961 0.0061 0.0066 -0.0026 -0.01
C -0.77077 -2.06292 -5.59414 0.0291 0.0166 -0.0205 -0.02
C -1.47458 -3.25612 -5.57532 -0.0195 0.0291 0.0007 -0.28
C -0.82920 -4.44090 -5.92298 -0.0274 -0.0063 0.0137 -0.02
C 0.52229 -4.44464 -6.18906 0.0126 -0.0136 0.0032 0.01
N -2.88497 -3.34091 -5.31676 0.0068 -0.0150 0.0905 0.09
N -3.39263 -2.79403 -4.32978 -0.0135 0.0014 -0.0910 0.09
C -2.59081 -2.12114 -3.34976 0.0474 -0.0432 0.0742 -0.23
C -2.74803 -0.77446 -3.17181 -0.0042 -0.0240 -0.0092 -0.02
C -1.97890 -0.10167 -2.21120 0.0078 0.0641 0.0495 0.00
C -1.11280 -0.78986 -1.40475 -0.1541 0.1022 -0.1983 -0.24
O -0.34413 -0.08166 -0.54218 0.4094 -0.0326 0.2052 -0.22
C -0.99119 -2.20394 -1.49765 0.0558 0.0599 0.0921 -0.15
N -0.16127 -2.84811 -0.64564 0.1060 0.0540 0.0490 0.15
C -0.08714 -4.14915 -0.73583 -0.0227 -0.0149 0.0377 -0.12
C -0.83823 -4.92247 -1.64465 0.0044 -0.0010 -0.0065 -0.02
C -1.66514 -4.28292 -2.51765 0.0086 -0.0012 -0.0196 0.01
C -1.74841 -2.87238 -2.48307 -0.1073 0.0122 0.0431 -0.10
H 4.34228 -2.44713 -6.69754 0.0045 -0.0045 -0.0007 0.10
H 3.30041 -1.65237 -5.49353 -0.0070 0.0012 0.0009 0.08
H 2.96451 -1.46349 -7.23638 0.0000 0.0042 0.0086 0.10
H 1.10970 -1.10987 -5.93568 0.0220 -0.0091 -0.0010 0.06
H -1.27772 -1.12867 -5.39615 0.0181 -0.0155 -0.0157 0.11
H -1.40236 -5.35830 -5.96965 -0.0004 0.0020 0.0024 0.12
H 1.04348 -5.35927 -6.43717 -0.0019 0.0007 0.0018 0.13
H -3.42983 -0.22716 -3.80972 -0.0105 0.0071 0.0072 0.13
H -2.03218 0.97542 -2.11762 -0.0222 0.0014 0.0046 0.12
H 0.59339 -4.64492 -0.04867 0.0036 0.0080 0.0060 0.11
H -0.74832 -5.99985 -1.63904 -0.0017 0.0022 -0.0031 0.11
H -2.26703 -4.84070 -3.22182 -0.0035 -0.0078 -0.0172 0.12
F 0.72505 -0.08471 3.57231 0.1011 0.0551 0.0362 -0.01
C 1.34496 -1.02188 2.80154 -0.0028 0.0306 -0.0042 -0.26
C 1.59239 -0.76389 1.46586 -0.0302 0.0786 -0.0481 -0.11
C 2.27165 -1.78694 0.81978 -0.0114 -0.0245 0.1092 -0.25
F 2.60763 -1.68334 -0.47942 -0.1068 -0.1516 -0.0793 0.07
C 2.65884 -2.96523 1.43609 0.0009 -0.0327 -0.0338 -0.15
F 3.29968 -3.91300 0.74906 -0.0122 0.0095 0.0024 0.12
C 2.36101 -3.17293 2.77023 -0.0174 -0.0077 0.0016 -0.14
F 2.70908 -4.30372 3.37258 0.0065 0.0038 -0.0045 0.14
C 1.69482 -2.18189 3.46695 -0.0203 -0.0212 0.0071 -0.15
F 1.39985 -2.34973 4.75742 0.0136 0.0064 -0.0187 0.13
C -1.99032 -4.07363 2.34463 -0.0248 0.0233 0.0212 -0.01
C -3.10081 -3.97021 1.35603 0.0286 0.0677 -0.0293 -0.41
N -3.26071 -2.99797 0.48978 -0.0317 0.0718 0.0428 0.10
C -4.42151 -3.28943 -0.19533 0.0658 0.0031 -0.0202 -0.15
C -4.96191 -4.44909 0.26416 0.0001 -0.0146 -0.0380 -0.09
N -4.10905 -4.87547 1.25626 0.0145 -0.0331 0.0122 0.09
H -1.16268 -3.45584 1.99883 0.0260 0.0049 -0.0002 0.06
H -1.64298 -5.10142 2.45886 0.0096 0.0028 -0.0169 0.08
H -2.30152 -3.71481 3.32852 -0.0003 -0.0109 -0.0065 0.08
H -4.78316 -2.65628 -0.98913 -0.0191 0.0066 0.0194 0.10
H -5.84019 -5.00147 -0.01808 -0.0038 0.0037 0.0043 0.11
H -4.21036 -5.71109 1.80523 0.0005 0.0073 0.0053 0.16
Se 0.98124 1.62957 -4.53073 -0.0609 -0.0055 -0.0569 1.23
N 2.72317 1.37991 -4.60594 0.0501 0.0418 0.0010 -0.20
C 3.12339 1.16610 -3.36552 -0.0306 -0.0462 0.0077 -0.37
C 4.47152 0.93783 -2.96894 0.0053 -0.0070 0.0075 0.04
C 4.70556 0.73212 -1.65057 0.0168 0.0071 -0.0286 -0.01
C 3.62493 0.73891 -0.72515 -0.0143 0.0314 0.0079 -0.11
N 2.37239 0.94976 -1.02824 0.1030 0.0264 0.0719 0.04
C 2.08726 1.16832 -2.36200 0.0410 0.0501 -0.0221 -0.41
N 0.86570 1.39089 -2.79154 0.0233 -0.0574 0.0286 -0.20
H 5.25768 0.93319 -3.71158 0.0029 0.0018 -0.0012 0.13
H 5.70162 0.54643 -1.27546 -0.0033 0.0019 0.0104 0.12
H 3.83062 0.53028 0.31701 0.0022 0.0089 -0.0091 0.09
O 0.14330 4.31854 -1.90516 -0.0325 -0.0013 -0.0048 0.11
C 0.29344 3.53251 -1.04405 0.0612 0.0290 0.0348 -0.49
N 0.45440 2.76352 -0.14138 -0.1156 -0.0460 -0.0456 -0.08